# 1
Entry from the OMol25 dataset: a gas-phase ion, C5H7N2S (charge +1) at a distorted geometry (the ωB97M-V functional and the def2-TZVPD basis).

XYZ file:
```
15
Properties=species:S:1:pos:R:3:nbo_charge:R:1
C 0.486 1.902 -0.329 -0.608
C -0.045 0.452 0.075 -0.079
N 0.392 0.122 1.342 -0.310
C 0.469 -1.124 1.531 0.206
N -0.046 -1.919 0.543 -0.468
C -0.316 -1.172 -0.463 0.370
C -1.047 -1.607 -1.617 -0.441
S -1.451 -0.599 -2.847 0.354
H 1.589 2.089 -0.551 0.264
H 0.334 2.581 0.534 0.265
H -0.295 2.083 -1.209 0.241
H -1.097 0.556 0.243 0.269
H 0.598 -1.469 2.544 0.240
H -0.226 -2.879 0.611 0.456
H -1.283 -2.658 -1.740 0.242
```

The calculation puts the HOMO energy at -0.512 Eh. Its strongest force on any atom is 3.86 eV/Å. Its spin multiplicity is 1. For the frontier orbital gap, the calculation gives 7.17 eV. As for the energy above the lowest of the compared OMol25 structures with the same formula, charge and spin: 338.6 kJ/mol. As for the charge: +1. The SMILES is C[C@@H]1N=C[NH+]=C1C=S.

# 2
Entry from the OMol25 dataset: a gas-phase ion, C5H7N2S (charge +1) at a distorted geometry (the ωB97M-V functional and the def2-TZVPD basis).

XYZ file:
```
15
Properties=species:S:1:pos:R:3:nbo_charge:R:1
N -0.289 -1.726 -0.046 -0.777
C 0.897 -0.966 0.240 0.016
C 0.737 -0.015 -0.918 -0.002
C -0.139 0.998 -0.748 -0.301
C -0.631 1.243 0.568 -0.063
C 0.003 0.717 1.666 -0.073
N 0.997 -0.208 1.541 -0.376
S 2.288 -0.343 2.542 0.466
H -1.182 -1.282 0.098 0.399
H -0.255 -2.703 0.208 0.410
H 1.784 -1.600 0.186 0.259
H 1.156 -0.315 -1.863 0.259
H -0.457 1.621 -1.568 0.262
H -1.448 1.936 0.704 0.261
H -0.207 1.097 2.656 0.259
```

The calculation puts the HOMO energy (spin up / spin down) at -0.491 / -0.491 Eh. Its strongest force on any atom is 1.95 eV/Å. Its spin multiplicity is 1. For the frontier orbital gap (spin up / spin down), the calculation gives 6.00 / 6.01 eV. As for the energy above the lowest of the compared OMol25 structures with the same formula, charge and spin: 284.1 kJ/mol. As for the charge: +1. The SMILES is N[C@H]1C=CC=C[N+]1=S.

Please write out number 2 again, unchanged.
Entry from the OMol25 dataset: a gas-phase ion, C5H7N2S (charge +1) at a distorted geometry (the ωB97M-V functional and the def2-TZVPD basis).

XYZ file:
```
15
Properties=species:S:1:pos:R:3:nbo_charge:R:1
N -0.289 -1.726 -0.046 -0.777
C 0.897 -0.966 0.240 0.016
C 0.737 -0.015 -0.918 -0.002
C -0.139 0.998 -0.748 -0.301
C -0.631 1.243 0.568 -0.063
C 0.003 0.717 1.666 -0.073
N 0.997 -0.208 1.541 -0.376
S 2.288 -0.343 2.542 0.466
H -1.182 -1.282 0.098 0.399
H -0.255 -2.703 0.208 0.410
H 1.784 -1.600 0.186 0.259
H 1.156 -0.315 -1.863 0.259
H -0.457 1.621 -1.568 0.262
H -1.448 1.936 0.704 0.261
H -0.207 1.097 2.656 0.259
```

The calculation puts the HOMO energy (spin up / spin down) at -0.491 / -0.491 Eh. Its strongest force on any atom is 1.95 eV/Å. Its spin multiplicity is 1. For the frontier orbital gap (spin up / spin down), the calculation gives 6.00 / 6.01 eV. As for the energy above the lowest of the compared OMol25 structures with the same formula, charge and spin: 284.1 kJ/mol. As for the charge: +1. The SMILES is N[C@H]1C=CC=C[N+]1=S.

Which of these has the lowest energy above the lowest of the compared OMol25 structures with the same formula, charge and spin? number 2

Look up the strongest force on any atom of the second one. 1.95 eV/Å